The following is a quantum chemistry calculation of a 2-piece molecular cluster, C48H50Br2F3N3O2 overall, from the Open Molecules 2025 dataset.

Each atom is followed by the atoms it is bonded to, with distances in Å.
Cartesian coordinates (Å):
1 C -0.947 4.921 1.347  C2 1.527, H41 1.097, H42 1.097, H43 1.098
2 C -0.356 4.338 2.628  C1 1.527, C3 1.527, C4 1.536, H44 1.093
3 C -1.097 4.810 3.876  C2 1.527, H45 1.096, H46 1.096, H47 1.096
4 C 1.154 4.595 2.753  C2 1.536, C5 1.393, C12 1.406
5 C 1.597 5.881 3.055  C4 1.393, C6 1.397, H48 1.095
6 C 2.953 6.131 3.276  C5 1.397, C7 1.395, H49 1.094
7 C 3.884 5.096 3.192  C6 1.395, C8 1.395, H50 1.095
8 C 3.465 3.792 2.927  C7 1.395, C9 1.534, C12 1.407
9 C 4.462 2.635 3.070  C8 1.534, C10 1.538, C11 1.521, H51 1.097
10 C 5.241 2.739 4.392  C9 1.538, H52 1.099, H53 1.097, H54 1.099
11 C 5.397 2.504 1.878  C9 1.521, H55 1.094, H56 1.096, H57 1.096
12 C 2.107 3.567 2.635  C4 1.406, C8 1.407, N13 1.438
13 N 1.650 2.223 2.410  C12 1.438, N14 1.347, C39 1.408
14 N 0.906 1.659 3.381  N13 1.347, N15 1.356
15 N 0.706 0.382 2.974  N14 1.356, C16 1.436, C28 1.391
16 C 0.354 -0.570 3.990  N15 1.436, C17 1.408, C24 1.415
17 C -0.920 -0.451 4.577  C16 1.408, C18 1.537, C21 1.394
18 C -1.862 0.710 4.223  C17 1.537, C19 1.531, C20 1.529, H58 1.095
19 C -2.501 1.403 5.430  C18 1.531, H59 1.095, H60 1.099, H61 1.096
20 C -2.928 0.299 3.206  C18 1.529, H62 1.099, H63 1.100, H64 1.099
21 C -1.329 -1.471 5.435  C17 1.394, C22 1.398, H65 1.093
22 C -0.470 -2.528 5.747  C21 1.398, C23 1.395, H66 1.089
23 C 0.855 -2.514 5.308  C22 1.395, C24 1.394, H67 1.094
24 C 1.303 -1.518 4.441  C16 1.415, C23 1.394, C25 1.542
25 C 2.803 -1.452 4.093  C24 1.542, C26 1.526, C27 1.536, H68 1.096
26 C 3.316 -2.677 3.342  C25 1.526, H69 1.094, H70 1.097, H71 1.097
27 C 3.664 -1.219 5.344  C25 1.536, H72 1.099, H73 1.100, H74 1.100
28 C 1.181 0.189 1.681  N15 1.391, C29 1.447, C39 1.391
29 C 0.982 -1.051 0.962  C28 1.447, C30 1.410, C38 1.424
30 C 1.719 -1.292 -0.215  C29 1.410, C31 1.385, H75 1.084
31 C 1.567 -2.451 -0.957  C30 1.385, C32 1.386, H76 1.084
32 C 0.708 -3.436 -0.495  C31 1.386, C33 1.502, C37 1.392
33 C 0.602 -4.681 -1.328  C32 1.502, F34 1.359, F35 1.374, F36 1.376
34 F -0.284 -5.590 -0.841  C33 1.359
35 F 0.207 -4.393 -2.612  C33 1.374
36 F 1.814 -5.326 -1.434  C33 1.376
37 C -0.048 -3.256 0.660  C32 1.392, C38 1.387, H77 1.089
38 C 0.051 -2.057 1.350  C29 1.424, C37 1.387, H78 1.090
39 C 1.762 1.387 1.282  N13 1.408, C28 1.391, C40 1.396
40 C 2.276 1.804 0.052  C39 1.396, H79 1.088, H80 1.089
41 H -0.413 4.547 0.465  C1 1.097
42 H -2.000 4.628 1.250  C1 1.097
43 H -0.893 6.017 1.339  C1 1.098
44 H -0.467 3.251 2.571  C2 1.093
45 H -0.653 4.362 4.772  C3 1.096
46 H -1.038 5.900 3.975  C3 1.096
47 H -2.153 4.518 3.845  C3 1.096
48 H 0.874 6.701 3.112  C5 1.095
49 H 3.278 7.146 3.523  C6 1.094
50 H 4.950 5.292 3.350  C7 1.095
51 H 3.855 1.722 3.122  C9 1.097
52 H 4.554 2.866 5.241  C10 1.099
53 H 5.829 1.830 4.567  C10 1.097
54 H 5.931 3.595 4.380  C10 1.099
55 H 4.838 2.304 0.959  C11 1.094
56 H 5.982 3.418 1.728  C11 1.096
57 H 6.092 1.672 2.034  C11 1.096
58 H -1.215 1.458 3.752  C18 1.095
59 H -1.731 1.745 6.130  C19 1.095
60 H -3.065 2.282 5.088  C19 1.099
61 H -3.193 0.738 5.961  C19 1.096
62 H -2.470 -0.130 2.304  C20 1.099
63 H -3.617 -0.441 3.641  C20 1.100
64 H -3.515 1.177 2.901  C20 1.099
65 H -2.340 -1.442 5.851  C21 1.093
66 H -0.825 -3.358 6.356  C22 1.089
67 H 1.560 -3.278 5.648  C23 1.094
68 H 2.928 -0.580 3.441  C25 1.096
69 H 2.778 -2.829 2.401  C26 1.094
70 H 4.377 -2.546 3.096  C26 1.097
71 H 3.226 -3.586 3.950  C26 1.097
72 H 3.328 -0.334 5.902  C27 1.099
73 H 3.626 -2.086 6.021  C27 1.100
74 H 4.713 -1.064 5.056  C27 1.100
75 H 2.412 -0.520 -0.528  C30 1.084
76 H 2.082 -2.587 -1.902  C31 1.084
77 H -0.724 -4.040 0.996  C37 1.089
78 H -0.599 -1.873 2.205  C38 1.090
79 H 1.708 1.495 -0.823  C40 1.088
80 H 2.910 2.690 0.035  C40 1.089
81 C 5.970 -5.104 -2.912  O82 1.443, H99 1.090, H100 1.100, H101 1.101
82 O 5.953 -4.136 -1.843  C81 1.443, C83 1.358
83 C 5.328 -2.942 -2.013  O82 1.358, C84 1.416, C98 1.420
84 C 4.543 -2.620 -3.147  C83 1.416, C85 1.385, H102 1.096
85 C 3.894 -1.398 -3.189  C84 1.385, C86 1.430, H103 1.091
86 C 4.128 -0.381 -2.211  C85 1.430, C87 1.428, C97 1.429
87 C 3.592 0.936 -2.349  C86 1.428, C88 1.426, H104 1.090
88 C 3.256 1.445 -3.638  C87 1.426, C89 1.441, C96 1.441
89 C 2.148 2.325 -3.915  C88 1.441, C90 1.372, H105 1.093
90 C 1.818 2.676 -5.200  C89 1.372, Br91 1.890, C92 1.493
91 Br 0.325 3.761 -5.608  C90 1.890
92 C 2.586 2.170 -6.376  C90 1.493, O93 1.236, C94 1.485
93 O 2.257 2.401 -7.544  C92 1.236
94 C 3.777 1.347 -6.044  C92 1.485, Br95 1.889, C96 1.364
95 Br 4.764 0.644 -7.494  C94 1.889
96 C 4.108 1.093 -4.746  C88 1.441, C94 1.364, H106 1.091
97 C 4.901 -0.747 -1.067  C86 1.429, C98 1.378, H107 1.093
98 C 5.454 -2.005 -0.954  C83 1.420, C97 1.378, H108 1.088
99 H 6.631 -5.882 -2.530  C81 1.090
100 H 4.964 -5.519 -3.077  C81 1.100
101 H 6.374 -4.673 -3.842  C81 1.101
102 H 4.427 -3.332 -3.973  C84 1.096
103 H 3.202 -1.212 -4.012  C85 1.091
104 H 3.709 1.628 -1.514  C87 1.090
105 H 1.538 2.681 -3.081  C89 1.093
106 H 5.042 0.570 -4.531  C96 1.091
107 H 5.048 -0.010 -0.273  C97 1.093
108 H 6.002 -2.302 -0.063  C98 1.088

E_HOMO (eV): -6.605
Total charge: 0
Total energy (Eh): -7621.33004
Multiplicity: 1



The following is a quantum chemistry calculation of a 8-piece molecular cluster, C14H33IO29P2S7 overall, from the Open Molecules 2025 dataset.

Each atom is followed by the atoms it is bonded to, with distances in Å.
Cartesian coordinates (Å):
1 O -0.822 2.874 3.401  S2 1.423
2 S -0.598 1.487 3.174  O1 1.423, O3 1.424, O4 1.606, O7 1.613
3 O 0.667 0.966 2.777  S2 1.424
4 O -1.716 0.958 2.150  S2 1.606, C5 1.430
5 C -2.463 -0.103 2.749  O4 1.430, C6 1.514, H8 1.094, H9 1.089
6 C -2.419 0.177 4.236  C5 1.514, O7 1.434, H10 1.087, H11 1.085
7 O -1.096 0.674 4.475  S2 1.613, C6 1.434
8 H -1.968 -1.048 2.506  C5 1.094
9 H -3.481 -0.120 2.362  C5 1.089
10 H -2.610 -0.711 4.833  C6 1.087
11 H -3.124 0.955 4.512  C6 1.085
12 O 0.150 -3.368 1.696  S13 1.431
13 S -0.458 -4.534 2.260  O12 1.431, O14 1.418, O15 1.623, O18 1.616
14 O -1.121 -5.505 1.467  S13 1.418
15 O -1.451 -4.070 3.457  S13 1.623, C16 1.428
16 C -1.057 -4.693 4.680  O15 1.428, C17 1.517, H19 1.093, H20 1.089
17 C 0.438 -4.916 4.548  C16 1.517, O18 1.430, H21 1.088, H22 1.093
18 O 0.635 -5.288 3.182  S13 1.616, C17 1.430
19 H -1.592 -5.642 4.768  C16 1.093
20 H -1.307 -4.058 5.528  C16 1.089
21 H 0.802 -5.696 5.214  C17 1.088
22 H 0.993 -3.992 4.732  C17 1.093
23 O 2.379 1.455 -5.749  S24 1.421
24 S 2.895 0.253 -5.195  O23 1.421, O25 1.423, O26 1.611, O29 1.610
25 O 3.541 0.211 -3.928  S24 1.423
26 O 3.857 -0.436 -6.289  S24 1.611, C27 1.434
27 C 3.380 -1.755 -6.589  O26 1.434, C28 1.517, H30 1.095, H31 1.085
28 C 1.883 -1.697 -6.354  C27 1.517, O29 1.433, H32 1.083, H33 1.092
29 O 1.729 -0.857 -5.204  S24 1.610, C28 1.433
30 H 3.861 -2.456 -5.899  C27 1.095
31 H 3.627 -2.029 -7.610  C27 1.085
32 H 1.453 -2.675 -6.176  C28 1.083
33 H 1.370 -1.222 -7.193  C28 1.092
34 O -4.616 0.657 5.971  S35 1.424
35 S -5.843 0.653 5.250  O34 1.424, O36 1.419, O37 1.610, O40 1.612
36 O -6.258 -0.440 4.445  S35 1.419
37 O -5.908 1.998 4.366  S35 1.610, C38 1.430
38 C -7.067 2.756 4.720  O37 1.430, C39 1.515, H41 1.093, H42 1.088
39 C -7.335 2.410 6.171  C38 1.515, O40 1.431, H43 1.088, H44 1.093
40 O -7.033 1.015 6.275  S35 1.612, C39 1.431
41 H -7.892 2.438 4.077  C38 1.093
42 H -6.886 3.819 4.575  C38 1.088
43 H -8.366 2.603 6.462  C39 1.088
44 H -6.662 2.953 6.838  C39 1.093
45 O 3.101 -3.061 -9.003  S46 1.423
46 S 2.038 -3.964 -8.721  O45 1.423, O47 1.416, O48 1.611, O51 1.611
47 O 0.851 -3.574 -8.056  S46 1.416
48 O 2.656 -5.243 -7.961  S46 1.611, C49 1.431
49 C 2.373 -6.433 -8.704  O48 1.431, C50 1.515, H52 1.092, H53 1.088
50 C 2.281 -5.982 -10.147  C49 1.515, O51 1.431, H54 1.088, H55 1.093
51 O 1.630 -4.709 -10.090  S46 1.611, C50 1.431
52 H 1.420 -6.836 -8.353  C49 1.092
53 H 3.156 -7.173 -8.552  C49 1.088
54 H 1.715 -6.675 -10.765  C50 1.088
55 H 3.273 -5.835 -10.581  C50 1.093
56 O 4.649 6.208 3.582  S57 1.421
57 S 4.868 4.822 3.359  O56 1.421, O58 1.419, O59 1.611, O62 1.614
58 O 6.128 4.303 2.960  S57 1.419
59 O 3.740 4.293 2.336  S57 1.611, C60 1.433
60 C 2.995 3.233 2.947  O59 1.433, C61 1.513, H63 1.092, H64 1.088
61 C 3.050 3.514 4.433  C60 1.513, O62 1.432, H65 1.088, H66 1.093
62 O 4.374 4.009 4.662  S57 1.614, C61 1.432
63 H 3.487 2.288 2.705  C60 1.092
64 H 1.975 3.217 2.568  C60 1.088
65 H 2.862 2.625 5.032  C61 1.088
66 H 2.341 4.297 4.714  C61 1.093
67 O -0.997 2.908 -0.309  S68 1.420
68 S -1.848 4.006 -0.020  O67 1.420, O69 1.420, O70 1.614, O73 1.613
69 O -3.151 3.848 0.521  S68 1.420
70 O -1.944 4.930 -1.340  S68 1.614, C71 1.429
71 C -1.498 6.253 -1.038  O70 1.429, C72 1.516, H74 1.093, H75 1.089
72 C -0.494 6.085 0.086  C71 1.516, O73 1.429, H76 1.088, H77 1.093
73 O -1.035 5.048 0.907  S68 1.613, C72 1.429
74 H -2.362 6.839 -0.713  C71 1.093
75 H -1.059 6.717 -1.919  C71 1.089
76 H -0.356 6.998 0.661  C72 1.088
77 H 0.473 5.746 -0.295  C72 1.093
78 O 1.219 -2.494 0.343  P79 1.697, H82 0.973
79 P 0.669 -1.035 -0.326  O78 1.697, P80 2.251, I81 2.449
80 P 2.559 -0.035 -1.031  P79 2.251, H83 1.451, H84 1.445, H85 1.432, H86 1.456
81 I -0.736 -1.391 -2.301  P79 2.449
82 H 1.611 -2.216 1.189  O78 0.973
83 H 2.875 0.114 0.378  P80 1.451
84 H 2.941 -1.211 -1.778  P80 1.445
85 H 1.825 0.973 -1.734  P80 1.432
86 H 3.840 0.593 -1.321  P80 1.456

E_HOMO (eV): -6.533
Total charge: 0
Total energy (Eh): -6502.60707
Structure (SMILES): O=S1(=O)OCCO1.O=S1(=O)OCCO1.O=S1(=O)OCCO1.O=S1(=O)OCCO1.O=S1(=O)OCCO1.O=S1(=O)OCCO1.O=S1(=O)OCCO1.OP([PH4])I
Multiplicity: 1